DFT (wB97M-V/def2-TZVPD) results for a molecular structure, C9H22InN4O7 in a non-equilibrium geometry.

Properties
Kohn-Sham gap (alpha / beta), eV: 4.6384 / 3.9304
Charge: +1
HOMO level (alpha / beta), eV: -10.775 / -10.442
Energy relative to the best compared isomer or geometry (same formula, charge and spin), eV: 1.820
LUMO (alpha / beta), eV: -6.14 / -6.51

CARTESIAN COORDINATES (ANGSTROEM)
O (0.327, -1.087, -3.681)
H (0.365, -1.014, -4.648)
In (0.445, 0.281, -0.547)
N (1.697, -1.502, -1.001)
N (-0.557, -1.769, 0.197)
N (0.874, 2.385, -0.083)
N (-1.055, 1.142, 0.998)
O (2.916, -1.314, -1.201)
O (1.860, 2.971, -0.856)
O (-2.004, 0.452, 1.687)
O (-1.580, -1.935, 0.983)
C (-0.056, -2.910, -0.347)
C (1.167, -2.760, -1.044)
C (0.085, 3.154, 0.645)
C (-0.988, 2.445, 1.290)
C (1.913, -3.807, -1.766)
H (1.900, -3.592, -2.843)
H (1.468, -4.790, -1.606)
H (2.956, -3.818, -1.429)
C (-0.758, -4.193, -0.094)
H (-1.752, -4.174, -0.558)
H (-0.884, -4.349, 0.983)
H (-0.195, -5.032, -0.511)
C (0.318, 4.610, 0.799)
C (-1.894, 3.095, 2.267)
H (0.962, 4.985, 0.001)
H (0.796, 4.824, 1.763)
H (-0.635, 5.147, 0.777)
H (-2.514, 2.354, 2.771)
H (-2.543, 3.823, 1.765)
H (-1.312, 3.647, 3.014)
H (1.949, 2.238, -1.565)
H (-1.870, -0.549, 1.394)
C (-1.414, -0.174, -2.407)
H (-1.124, -0.951, -3.091)
H (-1.471, 0.841, -2.824)
H (-2.248, -0.387, -1.721)
O (1.392, 0.910, -2.292)
H (0.937, -0.397, -3.287)
H (0.823, 1.460, -2.849)
O (1.589, -0.196, 1.507)
H (2.139, 0.537, 1.843)
H (0.946, -0.395, 2.216)

Quick look at the Löwdin charges, all values in e: number 1, O, carries -0.142; number 2, H, carries 0.086; number 3, In, carries 0.892; number 4, N, carries -0.117; number 5, N, carries -0.049; number 6, N, carries -0.058; number 7, N, carries -0.039; number 8, O, carries 0.076; number 9, O, carries -0.016; number 10, O, carries -0.028; number 11, O, carries -0.021; number 12, C, carries -0.214; number 13, C, carries -0.196; number 14, C, carries -0.226; number 15, C, carries -0.227; number 16, C, carries 0.019; number 17, H, carries 0.114; number 18, H, carries 0.083; number 19, H, carries 0.107; number 20, C, carries 0.009; number 21, H, carries 0.112; number 22, H, carries 0.105; number 23, H, carries 0.083; number 24, C, carries 0.018; number 25, C, carries 0.011; number 26, H, carries 0.094; number 27, H, carries 0.114; number 28, H, carries 0.100; number 29, H, carries 0.088; number 30, H, carries 0.110; number 31, H, carries 0.105; number 32, H, carries 0.066; number 33, H, carries 0.044; number 34, C, carries 0.020; number 35, H, carries -0.029; number 36, H, carries 0.016; number 37, H, carries 0.002; number 38, O, carries -0.330; number 39, H, carries 0.013; number 40, H, carries 0.033; number 41, O, carries -0.026; number 42, H, carries 0.103; number 43, H, carries 0.094

=====

DFT (wB97M-V/def2-TZVPD) results for C6H9N3O2S in the gas phase in a non-equilibrium geometry.

Properties
Kohn-Sham gap, eV: 8.7665
Charge: 0
HOMO level, eV: -8.324
SMILES string: [H]/N=C1\C=NN[C@@]12C[C@@H]2S(C)(=O)=O
Energy relative to the best compared isomer or geometry (same formula, charge and spin), eV: 5.068
LUMO, eV: 0.44

CARTESIAN COORDINATES (ANGSTROEM)
C (-3.277, 1.533, -0.203)
C (-2.689, 0.103, -0.306)
C (-1.260, 0.323, 0.102)
C (-0.441, -0.646, 0.983)
C (0.181, -0.099, -0.325)
C (3.088, -0.101, -0.522)
N (-2.371, 2.359, 0.137)
N (-1.236, 1.760, 0.407)
N (-3.376, -0.944, -0.571)
O (1.742, 1.398, 1.235)
O (1.612, 1.800, -1.287)
S (1.640, 0.940, -0.126)
H (-4.266, 1.841, -0.444)
H (0.141, -0.197, 1.752)
H (-0.959, -1.560, 1.128)
H (0.557, -0.699, -1.138)
H (3.648, 0.339, -1.399)
H (3.543, 0.095, 0.392)
H (2.820, -1.212, -0.680)
H (-0.436, 2.406, 0.744)
H (-4.371, -0.850, -0.914)

Quick look at the Löwdin charges, all values in e: number 1, C, carries -0.090; number 2, C, carries -0.262; number 3, C, carries -0.269; number 4, C, carries 0.009; number 5, C, carries -0.219; number 6, C, carries -0.113; number 7, N, carries 0.016; number 8, N, carries -0.025; number 9, N, carries 0.114; number 10, O, carries -0.320; number 11, O, carries -0.335; number 12, S, carries 0.644; number 13, H, carries 0.090; number 14, H, carries 0.085; number 15, H, carries 0.105; number 16, H, carries 0.104; number 17, H, carries 0.092; number 18, H, carries 0.015; number 19, H, carries 0.102; number 20, H, carries 0.180; number 21, H, carries 0.077

=====

DFT (wB97M-V/def2-TZVPD) results for a molecular structure, C23H28CrNO4S in a non-equilibrium geometry.

Properties
Kohn-Sham gap (alpha / beta), eV: 5.2378 / 7.1716
Charge: -1
HOMO level (alpha / beta), eV: -2.546 / -4.485
Energy relative to the best compared isomer or geometry (same formula, charge and spin), eV: 0.000
Multiplicity: 5
LUMO (alpha / beta), eV: 2.69 / 2.69

CARTESIAN COORDINATES (ANGSTROEM)
C (-1.231, -1.301, -1.518)
C (-1.325, 0.062, -1.928)
C (-0.021, 0.514, -2.285)
H (-2.242, 0.655, -1.969)
C (0.883, -0.581, -2.116)
C (0.136, -1.694, -1.629)
H (1.967, -0.565, -2.300)
C (-1.163, 0.146, 2.020)
C (-2.028, 0.668, 1.014)
C (-1.429, 1.832, 0.472)
H (-2.984, 0.229, 0.708)
C (-0.174, 2.070, 1.142)
C (-0.026, 0.998, 2.102)
H (0.248, 1.506, -2.668)
H (0.550, -2.686, -1.403)
H (-2.055, -1.941, -1.184)
H (0.828, 0.873, 2.783)
H (-1.836, 2.465, -0.328)
H (-1.343, -0.736, 2.647)
Cr (-0.043, 0.019, -0.030)
C (0.767, 3.224, 0.949)
C (1.196, 3.733, 2.316)
C (0.104, 4.329, 0.133)
H (0.305, 4.043, 2.881)
H (1.867, 4.589, 2.203)
H (1.710, 2.952, 2.887)
H (-0.768, 4.720, 0.677)
H (-0.230, 3.969, -0.850)
H (0.816, 5.152, -0.016)
C (1.970, 2.646, 0.156)
C (3.158, 3.580, -0.074)
H (1.617, 2.302, -0.832)
H (2.363, 1.743, 0.671)
O (3.392, 4.614, 0.546)
N (4.002, 3.172, -1.072)
C (3.796, 2.078, -2.020)
H (4.760, 3.816, -1.264)
C (2.949, 2.421, -3.220)
C (2.789, 1.456, -4.219)
H (3.265, 0.482, -4.097)
C (2.021, 1.726, -5.348)
H (1.910, 0.962, -6.116)
C (1.394, 2.965, -5.491)
H (0.792, 3.176, -6.373)
C (1.541, 3.931, -4.496)
H (1.057, 4.901, -4.592)
C (2.318, 3.662, -3.362)
H (2.440, 4.427, -2.591)
H (3.340, 1.217, -1.493)
H (4.788, 1.744, -2.356)
C (1.407, -4.172, 0.902)
S (0.571, -2.488, 1.513)
O (-0.776, -2.582, 1.025)
O (0.697, -2.496, 2.928)
O (1.311, -1.242, 0.897)
H (1.384, -4.871, 1.750)
H (2.438, -3.999, 0.601)
H (0.828, -4.591, 0.073)

Quick look at the Löwdin charges, all values in e: number 1, C, carries -0.167; number 2, C, carries -0.196; number 3, C, carries -0.177; number 4, H, carries 0.104; number 5, C, carries -0.179; number 6, C, carries -0.191; number 7, H, carries 0.088; number 8, C, carries -0.166; number 9, C, carries -0.169; number 10, C, carries -0.135; number 11, H, carries 0.111; number 12, C, carries -0.260; number 13, C, carries -0.123; number 14, H, carries 0.097; number 15, H, carries 0.094; number 16, H, carries 0.110; number 17, H, carries 0.118; number 18, H, carries 0.108; number 19, H, carries 0.104; number 20, Cr, carries 0.580; number 21, C, carries -0.503; number 22, C, carries -0.039; number 23, C, carries -0.038; number 24, H, carries 0.095; number 25, H, carries 0.070; number 26, H, carries 0.085; number 27, H, carries 0.094; number 28, H, carries 0.081; number 29, H, carries 0.083; number 30, C, carries -0.049; number 31, C, carries -0.460; number 32, H, carries 0.098; number 33, H, carries 0.149; number 34, O, carries 0.029; number 35, N, carries 0.054; number 36, C, carries -0.141; number 37, H, carries 0.143; number 38, C, carries -0.224; number 39, C, carries -0.064; number 40, H, carries 0.115; number 41, C, carries -0.083; number 42, H, carries 0.103; number 43, C, carries -0.100; number 44, H, carries 0.096; number 45, C, carries -0.085; number 46, H, carries 0.099; number 47, C, carries -0.038; number 48, H, carries 0.113; number 49, H, carries 0.121; number 50, H, carries 0.130; number 51, C, carries -0.107; number 52, S, carries 0.474; number 53, O, carries -0.359; number 54, O, carries -0.337; number 55, O, carries -0.455; number 56, H, carries 0.037; number 57, H, carries 0.033; number 58, H, carries 0.032

=====

> Which of these has the lowest charge?

C23H28CrNO4S